i:
Here is C10H14O3 as an isolated structure from the OMol25 dataset. Energies are from wB97M-V/def2-TZVPD.

CARTESIAN COORDINATES (ANGSTROEM)
C1 -2.44827 -0.13797 2.23043
C2 -1.07648 -0.45752 2.29674
C3 -0.69288 -1.75914 1.40667
C4 -0.70996 -1.34079 0.01414
C5 0.52342 -0.37906 -0.44585
C6 1.67432 -0.86048 -1.20932
C7 2.43403 -0.03087 -2.21300
C8 2.12021 1.21055 -2.36149
C9 1.00115 1.70464 -1.80065
C10 0.21532 0.92712 -0.93671
H1 -2.58468 0.61167 1.22228
H2 -3.30924 -1.21137 2.01990
H3 -2.34030 0.88035 2.91330
H4 -0.67455 -0.52591 3.24928
H5 0.40534 0.77579 1.66676
H6 0.27610 -2.55992 1.64834
H7 -1.63209 -2.60913 1.58800
H8 -1.62305 -0.86186 -0.56768
H9 -0.63350 -2.19615 -0.63399
H10 1.99180 -1.80088 -0.90714
H11 3.37029 -0.39026 -2.64437
H12 2.97411 3.02447 -2.44983
H13 0.49870 2.62715 -2.49798
H14 -1.10000 1.27209 0.26213
O1 -0.53620 0.80746 1.90792
O2 3.02516 2.01557 -3.04001
O3 -1.14875 1.26444 -0.71788

Computed properties:
Lowest unoccupied orbital energy in eV: 0.48
HOMO in eV: -8.783
Net charge: 0
Spin multiplicity: 1

ii:
Here is one molecule with the formula C10H14O3 from the OMol25 dataset. Energies are from wB97M-V/def2-TZVPD.

CARTESIAN COORDINATES (ANGSTROEM)
C1 0.44112 -1.40434 -3.22026
C2 0.00745 0.07159 -2.77683
C3 0.30827 0.32400 -1.27651
C4 -0.65061 -0.15706 -0.32555
C5 -0.57287 0.08506 1.05455
C6 -2.82944 -0.51251 1.37250
C7 0.58807 0.86662 1.45777
C8 0.80883 0.21843 3.80999
C9 1.52157 1.18469 0.56025
C10 1.48907 0.88962 -0.83186
H1 0.15964 -1.99380 -2.27732
H2 1.58104 -1.18673 -3.68142
H3 -0.18657 -1.92468 -4.17697
H4 0.42993 0.95280 -3.35197
H5 -1.15975 0.07903 -2.86999
H6 -1.59398 -0.59629 -0.76760
H7 -3.15766 0.21531 0.64349
H8 -3.45561 -0.79516 2.31051
H9 -2.59228 -1.48910 0.79815
H10 1.52651 -0.51969 3.45688
H11 1.09311 0.89477 4.72490
H12 -0.11200 -0.34088 4.00955
H13 2.31104 1.80558 0.93732
H14 2.35288 1.28179 -2.63632
O1 -1.58783 -0.16593 1.87801
O2 0.70253 1.17896 2.82231
O3 2.57753 1.03789 -1.64359

Computed properties:
Lowest unoccupied orbital energy in eV: 0.64
HOMO in eV: -7.871
Net charge: 0
SMILES string: CCc1cc(OC)c(OC)cc1O
Spin multiplicity: 1

Ordering by calculated energy gives the sequence ii, i, with the first entry being the most stable.

i:
Here is a 8-piece molecular cluster, CH18O7 overall from the OMol25 dataset. Energies are from wB97M-V/def2-TZVPD.

CARTESIAN COORDINATES (ANGSTROEM)
C1 0.15843 -1.27494 0.60228
H1 0.21096 -2.32650 0.84491
H2 -0.71845 -0.90830 0.06928
H3 1.08342 -1.08779 0.02431
H4 0.24089 -0.80338 1.56236
H5 0.54349 2.26623 0.85647
H6 1.00414 0.99749 0.04785
O1 0.69773 1.90402 -0.01768
H7 0.61919 2.06047 -1.97925
H8 -0.48060 1.16431 -2.56799
O2 0.48245 1.29782 -2.59552
H9 -2.64551 1.91411 -1.81927
H10 -1.77649 1.18858 -0.89607
O3 -2.16149 1.07771 -1.78046
H11 -2.73970 -2.79134 1.19165
H12 -3.62640 -1.67406 1.92999
O4 -2.83160 -1.86847 1.43115
H13 3.61249 -1.04539 0.96443
H14 3.08101 0.06562 0.15411
O5 3.24541 -0.16260 1.09690
H15 2.77865 -0.32006 -2.16162
H16 1.42244 0.19433 -1.76020
O6 2.18640 -0.33950 -1.39865
H17 -1.20041 0.12577 2.81450
H18 -1.73886 -0.18133 1.40899
O7 -1.44760 0.52718 1.97752

Computed properties:
Lowest unoccupied orbital energy in eV: 0.39
HOMO in eV: -10.590
Net charge: 0
SMILES string: C.O.O.O.O.O.O.O
Spin multiplicity: 1

ii:
Here is a 8-piece molecular cluster, CH18O7 overall from the OMol25 dataset. Energies are from wB97M-V/def2-TZVPD.

CARTESIAN COORDINATES (ANGSTROEM)
C1 -3.23785 0.84092 -1.26122
H1 -3.92542 1.62181 -0.91702
H2 -2.56701 0.48180 -0.48740
H3 -2.64575 1.31066 -2.03672
H4 -3.98907 0.07991 -1.43958
H5 -0.67147 -0.08408 -0.75233
H6 -0.27006 0.40113 -2.11746
O1 0.09376 -0.02948 -1.33531
H7 1.41983 -2.80879 0.02956
H8 -0.01557 -3.06280 -0.52637
O2 0.73256 -3.47644 -0.08243
H9 0.22054 4.17786 -1.65385
H10 -0.37962 2.76434 -1.62535
O3 0.01812 3.41645 -2.21057
H11 -1.19843 -3.24330 2.14422
H12 -0.24941 -2.43001 1.19650
O4 -0.92554 -2.36088 1.88742
H13 3.38361 0.55506 -1.19972
H14 2.80866 0.99517 0.06994
O5 3.53507 1.22950 -0.52427
H15 3.22215 -1.81250 1.86929
H16 3.45145 -0.30200 1.83831
O6 3.29743 -1.04034 2.43990
H17 -0.43920 1.50428 2.68363
H18 -1.16600 0.30515 2.12309
O7 -0.50277 0.96657 1.88773

Computed properties:
Lowest unoccupied orbital energy in eV: 0.07
HOMO in eV: -11.560
Net charge: 0
SMILES string: C.O.O.O.O.O.O.O
Spin multiplicity: 1

Ordering by calculated energy gives the sequence i, ii, with the first entry being the most stable.

i:
Here is a 2-piece molecular cluster, C3H9S overall from the OMol25 dataset. Energies are from wB97M-V/def2-TZVPD.

CARTESIAN COORDINATES (ANGSTROEM)
C1 1.20815 1.54828 0.28542
C2 2.68482 1.37918 0.45199
H1 0.95629 2.22894 -0.57157
H2 0.66371 0.65964 -0.18298
H3 0.63718 1.77567 1.20793
H4 3.37836 0.93277 -0.30716
H5 2.62531 0.63930 1.24804
H6 3.17591 2.33139 0.61425
C3 -1.61393 -1.11737 0.95420
S1 -1.27128 -0.98882 -1.00908
H7 -1.61249 -0.09194 1.44702
H8 -0.67976 -1.82826 1.20497
H9 -2.47820 -1.68698 1.33510

Computed properties:
Lowest unoccupied orbital energy in eV: 3.95
HOMO in eV: -2.227
Net charge: -1
Spin multiplicity: 1

ii:
Here is a 2-piece molecular cluster, C3H9S overall from the OMol25 dataset. Energies are from wB97M-V/def2-TZVPD.

CARTESIAN COORDINATES (ANGSTROEM)
C1 -1.92712 -0.81113 -0.53813
C2 -1.03334 -1.76015 0.27236
S1 0.57580 -1.03872 0.69985
H1 -1.38419 -0.44751 -1.41007
H2 -2.21438 0.05065 0.06820
H3 -2.84834 -1.32210 -0.85511
H4 -0.87444 -2.65109 -0.34240
H5 -1.57915 -2.03291 1.18072
C3 2.26156 2.00622 0.19061
H6 2.95591 1.20320 0.42310
H7 1.86861 1.85470 -0.81113
H8 2.76998 2.97317 0.23620
H9 1.42910 1.97567 0.88580

Computed properties:
Lowest unoccupied orbital energy in eV: 4.25
HOMO in eV: -2.145
Net charge: -1
Spin multiplicity: 1

Ordering by calculated energy gives the sequence ii, i, with the first entry being the most stable.

i:
Here is a 2-piece molecular cluster, C6H12O overall from the OMol25 dataset. Energies are from wB97M-V/def2-TZVPD.

CARTESIAN COORDINATES (ANGSTROEM)
C1 -1.01902 -0.91401 2.02592
C2 -0.80330 0.14256 0.90068
C3 -0.18756 1.26437 1.21859
C4 -1.19309 0.14924 -1.52030
C5 -1.62467 0.22510 -0.24934
C6 -3.10851 0.50766 -0.04193
H1 -1.39665 -1.80898 1.51872
H2 -1.86643 -0.33884 2.58071
H3 -0.19102 -1.15686 2.64059
H4 0.01926 2.21010 0.78501
H5 0.42581 1.12029 2.07139
H6 -1.60665 0.62738 -2.42558
H7 -0.36877 -0.36396 -2.00459
H8 -3.64842 -0.58453 0.23812
H9 -3.55333 0.99182 -0.92218
H10 -3.27604 1.28070 0.65618
H11 6.96212 -0.81831 -2.41622
H12 5.77440 -0.40465 -1.56970
O1 6.29283 -1.12546 -1.89427

Computed properties:
Lowest unoccupied orbital energy (alpha / beta) in eV: -4.90 / -8.52
HOMO (alpha / beta) in eV: -13.439 / -13.439
Net charge: +1
Expectation value of S²: 0.7543
Spin multiplicity: 2

ii:
Here is a 2-piece molecular cluster, C6H12O overall from the OMol25 dataset. Energies are from wB97M-V/def2-TZVPD.

CARTESIAN COORDINATES (ANGSTROEM)
O1 -2.24859 -1.69448 -0.30107
C1 -0.94692 -1.31085 -0.50057
C2 -0.41729 -0.22571 0.51193
C3 0.67464 0.54163 -0.11344
C4 -2.83444 1.51045 0.09481
C5 1.96114 -0.14581 -0.58863
C6 3.02789 -0.26355 0.58175
H1 -0.97064 -0.68309 -1.45581
H2 -0.20277 -2.14957 -0.55579
H3 -0.80584 -0.23134 1.53905
H4 -3.11718 0.48192 0.44902
H5 -3.39130 2.01040 -0.66952
H6 -2.76168 2.24053 0.89333
H7 -1.87265 1.25825 -0.19859
H8 2.38162 0.39871 -1.45271
H9 1.71058 -1.15794 -0.89120
H10 3.95695 0.39517 0.36637
H11 2.55045 0.32152 1.39944
H12 3.30603 -1.29624 0.89164

Computed properties:
Lowest unoccupied orbital energy (alpha / beta) in eV: -7.31 / -7.30
HOMO (alpha / beta) in eV: -15.523 / -15.407
Net charge: +1
Expectation value of S²: 0.7586
Spin multiplicity: 2

Ordering by calculated energy gives the sequence i, ii, with the first entry being the most stable.

i:
Here is one molecule with the formula C4H10N4O from the OMol25 dataset. Energies are from wB97M-V/def2-TZVPD.

CARTESIAN COORDINATES (ANGSTROEM)
C1 -1.95406 0.14257 0.94148
N1 -1.60480 -0.12758 -0.44896
C2 1.73934 -0.36256 0.54800
C3 0.56434 -0.76107 -0.27247
C4 -0.27592 0.13521 -0.89244
N2 2.41137 0.75201 0.15600
N3 0.32087 -2.11929 -0.25025
N4 0.09479 1.46264 -1.23662
O1 2.14335 -1.08742 1.44665
H1 -2.30476 0.24316 -1.08058
H2 3.15556 1.05828 0.76490
H3 1.91567 1.43740 -0.40673
H4 0.77387 -2.60084 0.51595
H5 -0.63217 -2.39478 -0.43113
H6 -0.65976 2.12621 -1.12012
H7 0.48580 1.51813 -2.16662
H8 -1.52521 1.06075 1.35995
H9 -1.60418 -0.68637 1.55575
H10 -3.04409 0.20354 1.01725

Computed properties:
Lowest unoccupied orbital energy in eV: 0.75
HOMO in eV: -7.185
Net charge: 0
SMILES string: CN/C(N)=C(\N)C(N)=O
Spin multiplicity: 1

ii:
Here is C4H10N4O as an isolated structure from the OMol25 dataset. Energies are from wB97M-V/def2-TZVPD.

CARTESIAN COORDINATES (ANGSTROEM)
C1 2.02170 -1.27802 0.52980
C2 -0.39805 0.46349 -0.17343
C3 0.67681 1.60741 0.20293
C4 -2.58508 -1.33068 -0.23750
H1 2.29037 -0.67565 1.23590
H2 2.99286 -1.99672 0.12553
H3 1.15610 -1.96002 0.77606
H4 2.04026 -0.66650 -1.46243
H5 0.64237 1.29023 1.45930
H6 1.97706 1.38681 -0.08900
H7 -0.71083 2.70467 -0.91729
H8 -1.93013 1.67319 0.59983
H9 -1.83890 -1.52986 -1.56409
H10 -3.33236 -2.15393 0.04286
N1 1.37944 -0.47271 -0.43809
N2 0.01862 -0.75591 -0.50063
N3 -1.78334 0.92836 -0.25180
N4 -2.64169 -0.19835 0.74796
O1 0.02480 2.96418 -0.08593

Computed properties:
Lowest unoccupied orbital energy in eV: 0.08
HOMO in eV: -8.191
Net charge: 0
Spin multiplicity: 1

Ordering by calculated energy gives the sequence i, ii, with the first entry being the most stable.

i:
Here is one molecule with the formula C10H14N4O5 from the OMol25 dataset. Energies are from wB97M-V/def2-TZVPD.

CARTESIAN COORDINATES (ANGSTROEM)
C1 -2.17538 -0.09308 -0.69940
C2 -1.37888 -0.66783 0.48407
C3 -1.68860 -0.81046 -1.99438
C4 -0.35052 -0.32082 -2.47511
C5 -0.13112 0.27932 -3.71002
C6 1.74022 0.16236 -2.51637
C7 -0.07246 -0.19196 2.47741
C8 0.22461 1.06599 3.29865
C9 1.10183 -1.12685 2.22976
C10 2.32201 -0.42619 1.68171
H1 -1.23456 1.70467 -1.00836
H2 -2.67578 1.83175 -0.19691
H3 -3.21637 -0.36316 -0.55940
H4 -1.66798 -1.89627 -1.75947
H5 -2.38358 -0.58362 -2.85164
H6 -0.74701 0.67882 -4.47615
H7 2.78869 0.28214 -2.21056
H8 1.79178 0.99275 -4.43106
H9 -1.00971 1.20590 1.27083
H10 -0.81240 -0.80529 3.13796
H11 1.36626 -1.66587 3.19443
H12 0.66458 -1.89346 1.57371
H13 1.64707 -0.57482 -0.09996
H14 1.94234 0.45691 3.81372
N1 -2.17801 1.33988 -0.92283
N2 0.79183 -0.36007 -1.76834
N3 1.24091 0.58892 -3.70663
N4 -0.70790 0.24275 1.25108
O1 -1.41645 -1.86252 0.74303
O2 -0.59178 1.97262 3.24593
O3 3.12164 0.07016 2.45690
O4 2.46085 -0.30363 0.37395
O5 1.23388 1.07099 4.15342

Computed properties:
Lowest unoccupied orbital energy in eV: 0.49
HOMO in eV: -9.261
Net charge: 0
SMILES string: N[C@@H](Cc1c[nH]cn1)C(=O)N[C@@H](CC(=O)O)C(=O)O
Spin multiplicity: 1

ii:
Here is C10H14N4O5 as an isolated structure from the OMol25 dataset. Energies are from wB97M-V/def2-TZVPD.

CARTESIAN COORDINATES (ANGSTROEM)
C1 0.41279 -0.53705 -0.82084
C2 -1.00508 -1.04241 -1.27977
C3 1.29705 -0.22398 -1.94185
C4 2.84850 -0.01036 -1.36896
C5 3.81884 0.55827 -2.15842
C6 4.28002 0.41662 0.02286
C7 -2.00095 0.14983 0.75757
C8 -2.05344 -0.94187 2.02681
C9 -3.31802 0.92071 0.79953
C10 -3.46458 2.10358 1.82701
H1 1.75958 -1.30531 0.38458
H2 0.60294 -2.50627 -0.01086
H3 0.29628 0.40608 -0.28219
H4 1.30670 -1.12258 -2.85137
H5 1.03548 0.80060 -2.64505
H6 4.17986 0.79785 -3.22394
H7 4.99039 0.35198 0.80292
H8 5.90865 1.00002 -1.39694
H9 -2.94036 -0.94422 -0.62545
H10 -1.07776 0.70519 0.88374
H11 -3.53853 1.39909 -0.33261
H12 -4.12321 0.07891 0.90090
H13 -3.56551 0.83908 3.34806
H14 -0.10720 -1.33156 1.59385
N1 0.77603 -1.56835 0.25513
N2 3.11055 -0.08551 0.03367
N3 4.73621 0.79257 -1.21744
N4 -2.01127 -0.55881 -0.51709
O1 -1.06424 -1.52910 -2.41357
O2 -3.16442 -1.04149 2.51600
O3 -3.32795 3.26031 1.55487
O4 -3.68894 1.82438 3.07954
O5 -0.90840 -1.65618 2.29931

Computed properties:
Lowest unoccupied orbital energy in eV: 0.09
HOMO in eV: -9.288
Net charge: 0
Spin multiplicity: 1

Ordering by calculated energy gives the sequence i, ii, with the first entry being the most stable.